Record 1
Here is an isolated molecule of C31H29NO2S from the OMol25 dataset. Energies are from wB97M-V/def2-TZVPD.

Geometry (Å):
C  4.523  -1.012  3.469
C  3.598  -0.596  4.428
C  2.360  -0.071  4.043
C  2.061  0.019  2.682
S  0.507  0.785  2.085
C  -0.672  -0.583  1.312
C  -1.967  -0.510  2.134
C  -2.579  -1.708  2.564
C  -3.878  -1.717  3.067
C  -4.553  -0.509  3.257
C  -3.886  0.691  3.013
C  -2.599  0.696  2.461
O  -0.072  1.322  3.296
O  0.902  1.682  1.012
C  2.992  -0.367  1.728
C  4.216  -0.903  2.112
H  5.490  -1.410  3.767
H  3.838  -0.669  5.487
H  1.624  0.269  4.771
H  -0.069  -1.429  1.672
H  -2.016  -2.640  2.472
H  -4.348  -2.666  3.317
H  -5.577  -0.494  3.627
H  -4.331  1.652  3.285
H  -2.091  1.654  2.356
H  2.723  -0.251  0.678
H  4.921  -1.214  1.346
C  0.634  1.599  -2.162
C  1.138  0.311  -1.665
N  2.404  -0.112  -2.013
C  3.437  0.728  -2.597
C  2.628  -1.389  -1.505
C  1.453  -1.771  -0.790
C  1.422  -3.009  -0.149
C  2.601  -3.753  -0.100
C  3.785  -3.307  -0.702
C  3.812  -2.111  -1.444
C  0.536  -0.674  -0.869
C  -0.801  -0.651  -0.197
C  -1.735  -1.791  -0.655
C  -1.342  -2.844  -1.484
C  -2.126  -3.995  -1.567
C  -3.345  -4.081  -0.893
C  -4.091  -5.380  -0.796
C  -3.863  -2.917  -0.314
C  -3.087  -1.768  -0.264
H  -0.460  1.568  -2.259
H  0.891  2.411  -1.459
H  1.071  1.826  -3.149
H  4.377  0.171  -2.569
H  3.202  0.998  -3.635
H  3.554  1.648  -2.009
H  0.482  -3.396  0.245
H  2.608  -4.707  0.424
H  4.704  -3.883  -0.606
H  4.713  -1.726  -1.923
H  -1.288  0.264  -0.576
H  -0.418  -2.771  -2.053
H  -1.778  -4.835  -2.168
H  -4.978  -5.259  -0.165
H  -4.417  -5.748  -1.776
H  -3.469  -6.167  -0.348
H  -4.868  -2.928  0.118
H  -3.508  -0.838  0.126

Output
SMILES string: Cc1ccc([C@H](c2c(C)n(C)c3ccccc23)[C@H](c2ccccc2)S(=O)(=O)c2ccccc2)cc1
Orbital gap in eV: 8.298
Total energy in Eh: -1802.09086

=====

Record 2
Here is a structure of composition C31H30BClN10O2Pt from the OMol25 dataset. Energies are from wB97M-V/def2-TZVPD.

Geometry (Å):
Pt  0.207  -0.201  0.090
C  -1.987  -1.317  -3.369
C  -0.956  -0.614  -2.773
N  -0.966  -0.833  -1.451
N  -2.012  -1.646  -1.178
C  -2.622  -1.969  -2.324
B  -2.262  -2.184  0.273
N  -2.414  -0.945  1.204
C  -3.362  -0.667  2.109
C  -3.079  0.560  2.685
C  -1.910  0.984  2.072
N  -1.529  0.068  1.173
N  -0.929  -2.890  0.665
C  -0.636  -4.165  0.942
C  0.727  -4.277  1.163
C  1.223  -3.001  0.998
N  0.218  -2.155  0.705
N  -3.482  -3.026  0.337
C  -4.755  -2.680  -0.039
C  -5.605  -3.630  0.441
C  -4.769  -4.535  1.134
N  -3.506  -4.171  1.079
H  -2.251  -1.343  -4.412
H  -0.231  0.042  -3.226
H  -3.469  -2.634  -2.328
H  -4.174  -1.356  2.282
H  -3.647  1.075  3.439
H  -1.339  1.886  2.227
H  -1.435  -4.885  1.004
H  1.274  -5.164  1.432
H  2.238  -2.659  1.118
H  -4.959  -1.780  -0.598
H  -6.671  -3.681  0.309
H  -5.046  -5.434  1.662
O  3.885  3.747  4.264
C  3.698  2.407  4.633
C  2.844  1.748  3.591
C  2.455  0.417  3.709
C  1.685  -0.155  2.723
N  1.296  0.539  1.641
C  1.620  1.848  1.530
C  2.399  2.466  2.485
C  1.005  2.546  0.385
C  1.133  3.897  0.146
C  0.408  4.498  -0.884
C  0.533  5.967  -1.160
O  -0.208  6.255  -2.312
C  -0.455  3.698  -1.626
C  -0.533  2.350  -1.353
N  0.203  1.778  -0.393
H  4.434  4.197  4.916
H  3.197  2.307  5.604
H  4.645  1.856  4.694
H  2.743  -0.180  4.564
H  1.348  -1.178  2.790
H  2.666  3.509  2.410
H  1.785  4.495  0.768
H  1.596  6.211  -1.274
H  0.166  6.510  -0.279
H  -0.217  7.205  -2.477
H  -1.057  4.131  -2.412
H  -1.200  1.705  -1.908
Cl  2.494  1.738  -2.987
C  2.344  0.081  -3.334
C  2.443  -0.349  -4.639
C  2.326  -1.706  -4.910
C  2.094  -2.652  -3.870
C  1.989  -2.232  -2.581
C  2.132  -0.856  -2.245
C  2.133  -0.458  -0.857
H  2.624  0.361  -5.435
H  2.416  -2.051  -5.933
H  2.015  -3.702  -4.118
H  1.824  -2.939  -1.777
H  2.652  0.479  -0.673
H  2.560  -1.259  -0.262

Output
Multiplicity: 2
Energy relative to the best compared isomer or geometry (same formula, charge and spin) in eV: 1.7623
Orbital gap (spin up / spin down) in eV: 7.117 / 3.910
Total energy in Eh: -2500.89407
Total charge: +3

=====

Record 3
Here is a cluster of 6 separate species, C31H30F44N3O5 in total from the OMol25 dataset. Energies are from wB97M-V/def2-TZVPD.

Geometry (Å):
C  7.049  -4.860  1.071
N  6.030  -4.067  1.809
C  4.968  -3.645  1.173
N  4.571  -3.868  -0.232
C  3.075  -3.946  -0.279
C  2.696  -3.745  1.252
C  1.230  -3.346  1.672
F  0.546  -2.596  0.724
F  1.304  -2.606  2.862
C  0.401  -4.713  1.869
F  -0.598  -4.571  2.818
F  -0.078  -5.063  0.600
N  3.842  -2.844  1.689
H  7.021  -5.912  1.511
H  8.100  -4.467  1.184
H  6.831  -4.972  -0.029
H  6.097  -3.820  2.806
H  4.757  -2.986  -0.733
H  2.575  -3.333  -1.080
H  2.844  -5.027  -0.506
H  3.021  -4.730  1.727
H  1.095  -5.539  2.186
H  3.766  -2.964  2.714
C  -0.597  0.584  2.373
C  -0.002  1.836  1.691
C  1.107  2.561  2.455
F  0.696  3.043  3.638
F  1.544  3.632  1.740
F  -1.005  2.681  1.374
F  0.527  1.418  0.503
O  -1.833  0.750  3.082
C  -1.781  1.189  4.418
C  -2.461  2.548  4.618
F  -1.883  3.509  3.867
F  -2.361  2.944  5.907
F  -0.511  1.166  4.857
F  -2.441  0.257  5.141
H  -0.855  -0.104  1.563
H  0.142  0.044  2.969
H  1.964  1.903  2.625
H  -3.518  2.499  4.350
C  -0.852  6.486  0.567
C  -0.267  5.742  -0.655
C  1.247  5.849  -0.845
F  1.660  7.110  -1.047
F  1.629  5.143  -1.945
F  -0.926  6.131  -1.771
F  -0.564  4.421  -0.489
O  -1.442  7.774  0.335
C  -0.601  8.903  0.330
C  -0.577  9.606  -1.031
F  -0.139  8.786  -2.009
F  0.265  10.666  -1.004
F  0.624  8.566  0.769
F  -1.107  9.748  1.252
H  -1.691  5.876  0.911
H  -0.160  6.506  1.412
H  1.782  5.440  0.016
H  -1.572  9.959  -1.306
C  1.310  3.524  -5.125
C  0.257  4.607  -5.455
C  -1.044  4.552  -4.654
F  -1.729  3.410  -4.851
F  -1.869  5.560  -5.031
F  0.010  4.592  -6.785
F  0.845  5.809  -5.195
O  1.383  2.372  -5.983
C  0.521  1.295  -5.719
C  -0.459  1.030  -6.867
F  -1.237  2.099  -7.114
F  -1.289  0.003  -6.557
F  -0.088  1.477  -4.537
F  1.321  0.211  -5.559
H  2.281  4.007  -5.261
H  1.289  3.236  -4.072
H  -0.852  4.664  -3.584
H  0.074  0.782  -7.786
C  -5.571  -3.123  6.841
C  -5.631  -1.583  6.962
C  -4.366  -0.886  7.466
F  -4.027  -1.261  8.711
F  -4.557  0.457  7.512
F  -6.702  -1.246  7.714
F  -5.884  -1.105  5.708
O  -6.140  -3.894  7.910
C  -5.339  -4.174  9.033
C  -5.895  -3.550  10.318
F  -5.982  -2.208  10.223
F  -5.081  -3.817  11.367
F  -4.064  -3.824  8.788
F  -5.337  -5.518  9.163
H  -6.194  -3.377  5.981
H  -4.573  -3.479  6.575
H  -3.519  -1.077  6.802
H  -6.889  -3.938  10.541
C  0.415  -4.039  -6.213
C  1.665  -4.066  -5.304
C  2.759  -3.044  -5.617
F  3.288  -3.207  -6.839
F  3.790  -3.175  -4.736
F  2.166  -5.323  -5.285
F  1.228  -3.815  -4.032
O  0.351  -4.998  -7.278
C  0.974  -4.681  -8.500
C  2.119  -5.641  -8.838
F  3.081  -5.624  -7.891
F  2.710  -5.287  -10.003
F  1.351  -3.391  -8.504
F  0.017  -4.792  -9.445
H  -0.425  -4.312  -5.570
H  0.179  -3.031  -6.564
H  2.379  -2.022  -5.534
H  1.756  -6.666  -8.931

Output
Orbital gap in eV: 8.457
Total energy in Eh: -6133.52983
Total charge: +1

=====

Record 4
Here is a structure of composition C31H30FeN6O from the OMol25 dataset. Energies are from wB97M-V/def2-TZVPD.

Geometry (Å):
Fe  1.438  0.056  0.655
C  -4.021  3.793  0.880
C  -3.052  2.754  0.382
C  -3.448  1.436  0.172
C  -2.535  0.466  -0.195
C  -1.182  0.756  -0.396
N  -0.220  -0.215  -0.668
C  -0.332  -0.896  -1.825
C  -1.314  -0.628  -2.823
C  -1.409  -1.336  -3.999
C  -0.518  -2.359  -4.323
C  -0.587  -3.092  -5.635
C  0.478  -2.613  -3.395
C  0.569  -1.935  -2.186
N  1.650  -2.306  -1.328
C  2.226  -3.524  -1.265
C  3.413  -3.391  -0.584
C  3.471  -2.031  -0.253
N  2.398  -1.382  -0.688
C  -0.818  2.102  -0.266
C  -1.722  3.070  0.154
N  0.487  2.526  -0.652
C  0.784  3.671  -1.308
C  2.137  3.673  -1.539
C  2.591  2.466  -0.983
N  1.590  1.777  -0.462
H  -5.024  3.376  0.970
H  -3.729  4.164  1.865
H  -4.071  4.654  0.208
H  -4.482  1.157  0.345
H  -2.851  -0.561  -0.315
H  -2.018  0.172  -2.646
H  -2.193  -1.071  -4.703
H  -1.608  -3.405  -5.866
H  -0.242  -2.474  -6.469
H  0.035  -3.989  -5.616
H  1.236  -3.353  -3.627
H  1.748  -4.382  -1.704
H  4.118  -4.166  -0.339
H  4.217  -1.496  0.309
H  -1.372  4.085  0.312
H  0.009  4.362  -1.585
H  2.712  4.428  -2.046
H  3.586  2.061  -0.924
C  0.402  -0.832  2.336
C  -1.028  -0.730  2.484
C  -1.913  -1.751  2.071
C  -3.274  -1.658  2.253
C  -3.835  -0.523  2.849
C  -2.982  0.512  3.258
C  -1.625  0.409  3.077
C  -5.249  -0.400  3.004
N  -6.392  -0.293  3.120
H  0.711  -1.879  2.236
H  0.907  -0.359  3.175
H  -1.495  -2.635  1.602
H  -3.924  -2.462  1.927
H  -3.408  1.401  3.709
H  -0.978  1.223  3.386
C  5.076  1.387  2.128
O  3.914  1.233  1.349
C  2.930  0.284  1.679
C  3.395  -0.694  2.730
H  4.845  1.516  3.190
H  5.577  2.286  1.768
H  5.768  0.544  2.026
H  4.453  -0.974  2.694
H  2.828  -1.613  2.551
H  3.155  -0.389  3.757

Output
Multiplicity: 2
Energy relative to the best compared isomer or geometry (same formula, charge and spin) in eV: 0.0000
Orbital gap (spin up / spin down) in eV: 5.805 / 6.107
Total energy in Eh: -2866.69909
Total charge: -1

=====

Record 5
Here is a structure of composition C31H30KN7S4Sb from the OMol25 dataset. Energies are from wB97M-V/def2-TZVPD.

Geometry (Å):
K  1.334  0.685  0.497
C  0.926  -2.519  3.360
C  0.185  -1.408  3.835
C  0.795  -0.168  3.910
C  2.156  -0.063  3.750
C  2.974  -1.154  3.341
C  2.294  -2.352  3.103
H  0.458  -3.489  3.305
H  -0.826  -1.549  4.147
H  0.251  0.723  4.147
H  2.662  0.933  3.864
H  4.020  -1.047  3.257
H  2.837  -3.218  2.799
N  1.776  4.261  -0.953
C  0.469  4.245  -0.480
N  -0.164  5.441  -0.584
C  -1.406  5.404  -0.055
N  -2.174  6.556  -0.227
N  -2.042  4.409  0.493
C  -1.328  3.231  0.488
N  -0.055  3.131  0.026
C  -2.002  2.120  1.032
C  -3.323  2.216  1.548
C  -3.942  1.115  2.102
C  -3.241  -0.117  2.122
C  -1.935  -0.138  1.629
N  -1.289  0.930  1.109
H  2.119  5.180  -0.860
H  2.400  3.515  -0.583
H  -1.671  7.394  -0.406
H  -2.964  6.698  0.401
H  -3.889  3.169  1.466
H  -4.961  1.181  2.535
H  -3.641  -1.014  2.573
H  -1.343  -1.035  1.745
S  7.101  0.306  1.889
Sb  5.606  1.165  0.332
S  3.813  -0.898  -0.793
S  3.938  2.297  1.597
C  -2.236  1.549  -2.452
C  -2.923  0.253  -2.764
C  -3.768  0.442  -3.995
C  -3.873  -0.012  -1.616
C  -1.892  -0.870  -2.929
C  -1.593  -1.484  -4.164
C  -0.538  -2.423  -4.226
C  0.277  -2.689  -3.118
S  1.573  -3.742  -2.766
C  1.685  -3.136  -1.112
N  0.821  -2.219  -0.846
C  0.038  -1.964  -1.914
C  -1.024  -1.090  -1.860
C  2.822  -3.445  -0.240
C  2.914  -4.732  0.292
C  4.030  -5.120  1.055
C  5.040  -4.156  1.299
C  4.978  -2.876  0.755
C  3.840  -2.456  -0.039
H  -2.920  2.388  -2.237
H  -1.633  1.914  -3.262
H  -1.541  1.454  -1.641
H  -4.370  1.348  -3.784
H  -4.361  -0.421  -4.295
H  -3.152  0.673  -4.844
H  -4.698  0.696  -1.573
H  -3.320  -0.017  -0.666
H  -4.372  -0.969  -1.731
H  -2.157  -1.381  -5.062
H  -0.325  -2.952  -5.162
H  -1.198  -0.548  -0.931
H  2.143  -5.416  -0.001
H  4.164  -6.129  1.409
H  5.881  -4.452  1.923
H  5.770  -2.152  1.037

Output
Multiplicity: 2
Energy relative to the best compared isomer or geometry (same formula, charge and spin) in eV: 0.0000
Orbital gap (spin up / spin down) in eV: 4.270 / 5.559
Total energy in Eh: -4015.76862
Total charge: -2

=====

Record 6
Here is a cluster of 2 separate species, C31H30N2O2S in total from the OMol25 dataset. Energies are from wB97M-V/def2-TZVPD.

Geometry (Å):
C  4.521  -0.835  3.610
C  3.855  -0.545  4.806
C  2.564  -0.017  4.775
C  1.950  0.197  3.545
S  0.281  0.850  3.483
C  -0.687  -0.562  3.474
C  -2.080  -0.450  3.536
C  -2.932  -1.604  3.540
C  -4.317  -1.470  3.584
C  -4.903  -0.191  3.637
C  -4.091  0.955  3.637
C  -2.716  0.832  3.590
O  0.173  1.603  4.714
O  0.211  1.540  2.210
C  2.615  -0.063  2.350
C  3.903  -0.592  2.377
H  5.524  -1.255  3.634
H  4.326  -0.730  5.773
H  2.026  0.221  5.689
H  -0.154  -1.507  3.497
H  -2.434  -2.577  3.505
H  -4.951  -2.362  3.581
H  -5.985  -0.077  3.679
H  -4.522  1.959  3.673
H  -2.123  1.745  3.602
H  2.101  0.149  1.417
H  4.416  -0.806  1.438
C  -5.260  -5.811  0.318
N  -4.051  -5.768  -0.474
C  -3.739  -6.996  -1.172
C  -3.295  -4.600  -0.620
C  -2.170  -4.365  0.208
C  -1.399  -3.232  0.031
C  -1.693  -2.290  -0.990
C  -0.823  -1.191  -1.269
C  0.557  -1.249  -1.110
C  1.481  -0.125  -1.251
C  1.294  1.237  -1.411
C  2.423  2.053  -1.603
C  3.718  1.507  -1.633
C  3.921  0.128  -1.443
C  2.789  -0.654  -1.246
N  2.684  -2.043  -1.072
C  3.768  -3.005  -1.112
C  1.380  -2.394  -0.941
C  -2.870  -2.503  -1.763
C  -3.646  -3.633  -1.594
H  -5.428  -4.834  0.786
H  -6.123  -6.071  -0.312
H  -5.168  -6.580  1.099
H  -2.827  -6.864  -1.764
H  -3.592  -7.813  -0.450
H  -4.569  -7.280  -1.835
H  -1.922  -5.109  0.969
H  -0.529  -3.069  0.666
H  -1.223  -0.303  -1.758
H  0.277  1.621  -1.376
H  2.294  3.129  -1.737
H  4.573  2.162  -1.809
H  4.902  -0.341  -1.454
H  4.711  -2.470  -1.241
H  3.800  -3.593  -0.184
H  3.626  -3.712  -1.944
H  1.096  -3.434  -0.828
H  -3.129  -1.767  -2.526
H  -4.533  -3.814  -2.206

Output
Orbital gap in eV: 2.000
Total energy in Eh: -1857.29540

=====

Strongest force on any atom / eV Å⁻¹: 2.9 0.2 4.3 0.7 3.2 2.1